Here is C18H21P2Sn as an isolated structure in a non-equilibrium geometry from OMol25. Energies are from wB97M-V/def2-TZVPD.

- net charge = -1
- highest occupied orbital energy (Ha) = -0.0609
- E_tot (Eh) = -1595.35815
- Kohn-Sham gap (eV) = 4.6
- spin multiplicity = 1
- lowest unoccupied orbital energy (eV) = 3.0

The geometry in XYZ format:
```
42
Properties=species:S:1:pos:R:3:forces:R:3
C 0.162 0.701 -2.098 -0.02 0.04 0.39
C -0.037 -0.113 -3.171 -0.23 -0.13 -1.39
C -0.301 -1.490 -3.204 -0.14 -0.16 -1.09
C -0.374 -2.433 -2.169 -0.22 -1.05 -0.37
C -0.156 -2.258 -0.833 -0.31 -0.15 -0.41
Sn 0.154 -0.316 -0.330 1.94 0.53 2.30
P 0.290 2.653 0.609 -0.09 0.37 -0.10
H 0.361 1.769 -2.192 -0.13 -0.24 -0.23
H -0.003 0.332 -4.178 -0.03 -0.05 0.11
H -0.467 -1.900 -4.209 0.04 0.15 0.34
H -0.194 -3.077 -0.117 -0.10 -0.09 -0.29
H -0.624 -3.443 -2.528 0.11 0.08 -0.03
H -0.883 3.232 1.184 0.39 0.32 0.03
H 0.576 3.686 -0.339 -0.06 0.29 0.43
H 1.235 3.034 1.612 -0.34 0.22 -0.16
C -3.101 -1.398 2.568 -0.54 -0.48 0.79
P -1.435 -0.827 2.113 -0.04 0.08 0.35
C -1.234 0.513 3.356 -0.20 -0.09 0.08
C -2.212 1.529 3.376 0.48 0.03 0.22
C -2.027 2.667 4.160 0.09 -0.13 0.01
C -0.855 2.822 4.908 0.04 -0.16 -0.06
C 0.099 1.802 4.918 -0.27 0.03 0.00
C -0.109 0.630 4.184 -0.15 0.46 -0.07
C -0.397 -2.207 2.735 -0.04 0.11 -0.36
C 1.004 -2.041 2.752 0.14 -0.14 0.02
C 1.843 -3.139 2.943 -0.29 -0.18 0.08
C 1.301 -4.419 3.101 -0.03 0.22 -0.02
C -0.087 -4.590 3.099 0.02 0.17 0.02
C -0.935 -3.494 2.924 0.43 0.11 0.05
H -3.813 -0.567 2.521 0.18 -0.26 -0.09
H -3.077 -1.793 3.593 -0.39 0.00 -0.14
H -3.421 -2.187 1.875 0.02 0.24 0.11
H -3.114 1.430 2.768 0.31 0.10 0.11
H -2.794 3.443 4.176 0.21 -0.17 -0.02
H -0.690 3.734 5.484 -0.04 -0.24 -0.15
H 1.015 1.913 5.500 -0.26 -0.03 -0.07
H 0.606 -0.185 4.267 -0.16 0.29 -0.13
H 1.451 -1.055 2.588 -0.30 -0.46 -0.08
H 2.924 -2.989 2.960 -0.29 -0.09 -0.05
H 1.960 -5.280 3.221 -0.18 0.21 -0.01
H -0.515 -5.586 3.226 0.12 0.24 -0.02
H -2.015 -3.643 2.933 0.34 0.00 -0.09
```
Positions in Å, forces in eV/Å.

***

Here is C18H22B2F4N7O6V as an isolated structure in a non-equilibrium geometry from OMol25. Energies are from wB97M-V/def2-TZVPD.

- net charge = +2
- highest occupied orbital energy (alpha / beta) (Ha) = -0.5830 / -0.5828
- E_tot (Eh) = -2926.62400
- Kohn-Sham gap (alpha / beta) (eV) = 7.0 / 5.7
- energy relative to the best compared isomer or geometry (same formula, charge and spin) (kJ/mol) = 96.0
- spin multiplicity = 3
- lowest unoccupied orbital energy (alpha / beta) (eV) = -8.8 / -10.1
- <S²> = 2.088

The geometry in XYZ format:
```
60
Properties=species:S:1:pos:R:3:forces:R:3
V 0.229 0.218 0.355 1.61 0.36 0.44
C -3.629 1.221 -1.192 -0.07 -0.04 -0.16
C -2.254 0.738 -0.952 -0.25 0.13 -0.10
N -1.621 0.860 0.152 -0.68 0.24 0.11
O -2.139 1.562 1.191 -0.13 -0.56 0.16
B -2.678 0.616 2.247 -0.38 0.75 -0.60
F -3.237 1.304 3.236 0.14 -0.01 0.03
F -3.397 -0.373 1.636 0.06 -0.06 0.13
O -1.434 -0.160 2.880 -0.22 -0.33 0.20
N -0.757 -0.823 2.036 0.34 -0.21 0.14
C -0.334 -2.034 2.428 0.22 0.13 -0.25
C -0.615 -2.623 3.754 -0.10 0.07 0.03
C 0.409 -2.676 1.403 0.03 0.34 0.08
N 0.583 -1.909 0.307 0.18 -0.38 0.39
O 1.267 -2.467 -0.612 -0.16 -0.39 0.10
B 0.745 -2.231 -2.116 -0.15 0.52 -0.79
F 1.644 -2.799 -2.914 0.06 0.05 0.15
F -0.521 -2.745 -2.077 0.08 -0.08 0.09
O 0.697 -0.750 -2.337 -0.25 -0.39 0.18
N -0.238 -0.190 -1.519 -0.05 -0.32 -1.31
C -1.406 0.073 -1.980 -0.01 -0.01 -0.22
C -1.848 -0.207 -3.360 -0.19 0.03 -0.04
C 0.940 -4.049 1.484 0.02 -0.03 -0.19
H -4.043 1.680 -0.302 0.01 0.02 0.02
H -4.258 0.377 -1.486 0.01 0.01 0.00
H -3.644 1.934 -2.020 0.03 -0.02 0.00
H -1.238 -1.964 4.347 -0.01 -0.02 0.02
H 0.331 -2.794 4.277 -0.02 -0.02 0.00
H -1.109 -3.591 3.646 0.00 0.00 -0.02
H -1.092 -0.755 -3.908 0.03 -0.01 -0.02
H -2.061 0.731 -3.881 -0.02 0.01 0.05
H -2.776 -0.783 -3.340 0.01 0.01 0.01
H 0.813 -4.472 2.475 0.01 0.01 0.01
H 1.993 -4.059 1.195 0.00 -0.02 0.03
H 0.426 -4.681 0.752 0.01 0.02 0.01
N 5.184 2.244 -3.377 -0.10 -0.06 0.09
C 4.787 1.632 -2.490 0.09 -0.03 0.00
C 4.292 0.882 -1.365 0.09 0.10 -0.11
C 5.145 0.295 -0.440 0.06 -0.05 0.05
C 4.587 -0.394 0.626 0.09 0.02 -0.06
C 3.218 -0.451 0.735 -0.06 0.06 -0.01
N 2.390 0.117 -0.158 -0.30 -0.16 0.00
C 2.923 0.762 -1.197 -0.13 -0.07 0.00
H 6.217 0.380 -0.552 0.00 0.00 -0.01
H 5.208 -0.869 1.371 0.00 0.01 0.00
H 2.768 -0.954 1.583 -0.06 0.02 -0.01
H 2.251 1.190 -1.923 -0.02 0.01 0.00
O 2.669 2.213 2.151 0.34 0.03 -0.30
C 1.524 2.057 2.384 -0.16 -0.19 0.19
O 0.774 1.090 1.743 0.34 0.60 1.33
H 0.958 2.578 3.158 -0.28 0.04 -0.06
C 0.034 5.426 -1.872 0.02 -0.09 0.02
C 0.150 4.812 -0.467 0.10 0.03 -0.16
C 0.354 3.367 -0.504 -0.01 0.19 -0.16
N 0.500 2.229 -0.555 -0.17 -0.20 0.39
H -0.047 6.505 -1.768 -0.01 0.01 -0.01
H -0.850 5.062 -2.391 0.01 0.00 0.01
H 0.914 5.204 -2.473 0.00 0.02 0.02
H -0.752 4.993 0.120 -0.02 -0.03 0.04
H 0.989 5.248 0.077 0.03 -0.05 0.04
```
Positions in Å, forces in eV/Å.

***

Here is a single C18H22ClN3O4 molecule in a non-equilibrium geometry from OMol25. Energies are from wB97M-V/def2-TZVPD.

- net charge = 0
- highest occupied orbital energy (Ha) = -0.3321
- E_tot (Eh) = -1624.38478
- Kohn-Sham gap (eV) = 7.8
- energy relative to the best compared isomer or geometry (same formula, charge and spin) (kJ/mol) = 247.8
- spin multiplicity = 1
- lowest unoccupied orbital energy (eV) = -1.3

The geometry in XYZ format:
```
48
Properties=species:S:1:pos:R:3:forces:R:3
O -1.142 2.375 0.010 -0.19 -0.37 -0.07
O 2.753 3.039 0.949 2.93 1.44 0.87
O 3.288 -1.618 0.420 -0.66 2.56 -0.15
Cl -0.680 8.658 4.467 -0.85 0.52 0.53
N -1.968 3.832 1.480 0.32 3.92 0.60
O 2.075 5.293 1.563 -4.43 0.92 0.87
C -0.894 3.259 0.825 -2.29 -2.98 -1.92
C 1.623 2.691 0.739 -1.72 -2.93 -0.85
C 2.393 -0.761 0.269 0.85 -4.03 0.10
C -1.747 5.103 1.818 -3.12 -3.93 1.87
C -2.865 5.803 2.540 -1.37 0.40 -1.25
C -2.615 6.941 3.218 3.01 -0.94 -0.56
C -1.174 7.378 3.431 1.83 -1.70 -1.07
C 0.436 3.572 1.018 3.94 2.15 1.66
C -0.089 6.744 2.850 -3.11 1.28 0.06
C 0.721 4.832 1.506 2.75 -1.03 -1.57
N 1.515 1.370 0.335 -3.31 1.89 -0.53
N 2.627 0.579 0.177 0.10 -0.45 -0.02
C -0.469 5.753 1.746 3.85 1.63 -0.03
C -1.384 -8.006 -3.260 -1.85 0.44 0.15
C 0.969 -1.462 0.094 2.16 -0.40 0.41
C -0.925 -6.584 -3.367 -1.05 0.60 -0.26
C 1.133 -2.580 -1.059 -2.52 0.94 1.09
C -0.775 -5.897 -2.045 -1.70 4.29 -2.09
C 0.238 -3.857 -0.857 -2.14 1.87 0.05
C 0.311 -4.799 -2.037 1.59 -2.08 2.03
H 2.684 4.522 1.478 -0.42 -0.58 -0.39
H -3.987 5.480 2.373 2.69 0.34 0.36
H -3.372 7.509 3.641 -1.24 0.93 0.86
H 0.945 7.132 2.966 -0.95 -0.66 -0.17
H 0.667 1.107 -0.215 1.07 0.47 0.76
H 3.533 0.992 0.423 -0.65 -0.26 -0.08
H -0.569 6.391 0.839 0.36 -0.06 0.03
H -1.361 -8.335 -4.260 -0.14 -1.14 -1.17
H -2.426 -8.213 -2.848 1.32 0.60 -0.34
H -0.659 -8.505 -2.699 0.93 -1.31 0.97
H 0.161 -0.723 0.007 -0.11 -0.82 -0.40
H 0.871 -2.018 1.049 -0.16 0.56 -0.35
H 0.056 -6.586 -3.820 0.25 -0.05 -0.58
H -1.656 -6.054 -4.038 0.95 -0.05 0.53
H 0.872 -1.960 -1.933 -0.15 -1.05 -0.32
H 2.052 -3.049 -1.212 2.24 0.48 0.26
H -0.658 -6.505 -1.258 0.98 -2.70 2.74
H -1.754 -5.422 -1.789 0.46 -0.02 -0.24
H 0.341 -4.424 0.093 0.48 0.72 -0.35
H -0.797 -3.424 -0.827 0.38 -0.66 0.12
H 0.396 -4.203 -2.896 -0.24 0.45 -1.60
H 1.303 -5.367 -1.909 -1.04 0.79 -0.56
```
Positions in Å, forces in eV/Å.

***

Here is C18H22CuN4O4S2Si as an isolated structure in a non-equilibrium geometry from OMol25. Energies are from wB97M-V/def2-TZVPD.

- net charge = 0
- highest occupied orbital energy (alpha / beta) (Ha) = -0.2646 / -0.2646
- E_tot (Eh) = -3945.41807
- Kohn-Sham gap (alpha / beta) (eV) = 6.0 / 3.6
- energy relative to the best compared isomer or geometry (same formula, charge and spin) (kJ/mol) = 0.0
- spin multiplicity = 2
- lowest unoccupied orbital energy (alpha / beta) (eV) = -1.2 / -3.6
- <S²> = 0.760

The geometry in XYZ format:
```
52
Properties=species:S:1:pos:R:3:forces:R:3
Cu 17.107 6.113 6.206 0.50 -0.21 0.63
C 19.636 7.442 10.853 0.16 0.10 -0.01
Si 20.458 5.869 10.300 0.79 0.04 -0.34
C 22.277 5.887 10.785 -0.23 0.21 -0.02
C 19.647 4.344 10.961 -0.49 -0.29 -0.17
C 20.439 5.816 8.382 -0.90 -0.08 0.07
C 21.565 5.801 7.559 -0.51 0.06 0.38
C 21.415 5.770 6.177 -0.14 0.02 -0.58
C 20.143 5.771 5.614 0.29 0.06 0.13
N 19.042 5.784 6.384 0.03 -0.07 0.56
C 19.165 5.792 7.738 1.27 0.14 -0.33
S 17.624 5.868 8.554 -0.25 -0.14 -0.80
H 19.764 7.570 11.931 -0.02 0.03 -0.02
H 18.572 7.444 10.625 0.03 0.11 0.04
H 20.125 8.285 10.349 -0.16 -0.03 0.12
H 22.370 5.915 11.873 0.03 -0.05 -0.04
H 22.795 6.765 10.392 -0.05 0.05 0.02
H 22.809 5.012 10.418 0.02 -0.18 0.03
H 19.770 4.278 12.037 0.04 0.05 0.27
H 20.093 3.445 10.530 -0.01 0.01 -0.03
H 18.567 4.319 10.751 0.33 -0.02 0.06
H 22.565 5.840 8.001 -0.34 -0.07 -0.16
H 22.292 5.764 5.540 -0.20 -0.02 -0.03
H 19.988 5.777 4.531 0.08 -0.02 0.45
O 9.673 7.858 9.366 -1.10 -0.28 -0.52
S 8.459 7.401 8.670 0.36 -0.02 0.17
O 7.799 6.243 9.278 0.09 0.89 -0.05
O 7.607 8.463 8.131 0.48 -0.76 0.59
C 9.087 6.581 7.166 -0.26 1.44 1.40
N 8.189 6.154 6.307 0.43 -1.20 -1.62
C 8.709 5.523 5.239 -0.82 0.29 0.31
C 10.072 5.357 5.010 0.60 -0.01 0.34
C 10.909 5.886 6.002 -0.89 0.31 -0.08
N 10.394 6.525 7.069 1.18 -0.98 -1.08
C 12.392 5.862 5.979 0.48 0.02 -0.01
C 13.181 5.393 4.912 -0.42 0.04 -0.05
C 14.560 5.461 4.986 -0.20 0.00 0.25
N 15.195 5.959 6.065 -0.56 0.04 0.36
C 14.439 6.367 7.116 -0.14 0.36 -0.31
C 13.054 6.366 7.108 0.62 -0.31 -0.48
H 7.966 5.139 4.542 0.23 0.03 -0.04
H 10.451 4.831 4.127 -0.24 0.24 0.41
H 12.719 4.997 4.002 0.20 0.13 0.41
H 15.178 5.088 4.175 -0.06 0.14 0.08
H 14.978 6.772 7.969 -0.03 -0.15 -0.14
H 12.474 6.753 7.936 0.00 -0.04 0.04
C 16.981 9.434 5.894 0.11 0.03 0.02
O 17.735 8.297 6.332 0.03 -0.05 0.44
H 17.683 10.206 5.577 -0.23 0.14 -0.01
H 16.331 9.795 6.694 0.01 0.07 -0.14
H 16.371 9.116 5.046 0.09 0.07 0.12
H 18.062 8.452 7.240 -0.24 -0.15 -0.61
```
Positions in Å, forces in eV/Å.

***

Here is a single C18H22F3N3O3 molecule in a non-equilibrium geometry from OMol25. Energies are from wB97M-V/def2-TZVPD.

- net charge = 0
- highest occupied orbital energy (Ha) = -0.3421
- E_tot (Eh) = -1388.72578
- Kohn-Sham gap (eV) = 9.8
- energy relative to the best compared isomer or geometry (same formula, charge and spin) (kJ/mol) = 20.1
- spin multiplicity = 1
- lowest unoccupied orbital energy (eV) = 0.5

The geometry in XYZ format:
```
49
Properties=species:S:1:pos:R:3:forces:R:3
C -4.180 -1.512 1.202 0.16 0.26 0.14
H -3.850 -2.185 1.991 -0.01 -0.08 0.08
H -5.177 -1.154 1.444 -0.15 -0.01 0.00
H -4.234 -2.075 0.274 -0.01 -0.05 -0.12
C -3.219 -0.325 1.082 -0.34 -0.02 -0.01
N -1.854 -0.781 0.871 0.00 0.02 -0.21
C -0.878 -0.808 1.809 -0.24 -0.07 0.44
O 0.211 -1.302 1.569 0.34 -0.12 0.04
C -1.139 -0.189 3.179 0.05 -0.02 -0.05
H -0.350 -0.570 3.830 -0.10 -0.03 -0.11
C -1.026 1.346 3.133 0.00 -0.20 -0.18
C 0.240 1.736 2.469 0.34 0.31 0.46
N 1.375 2.014 3.016 -1.08 -0.32 0.94
N 2.242 2.276 2.015 0.74 0.30 -1.20
C 1.592 2.146 0.905 0.37 0.33 0.32
O 0.304 1.807 1.121 -0.19 -0.05 -0.16
C 2.113 2.296 -0.475 -0.11 -0.09 0.05
C 2.740 1.007 -0.951 0.00 -0.12 -0.24
C 2.446 0.515 -2.213 0.19 -0.11 0.05
C 3.023 -0.673 -2.642 0.06 -0.04 -0.07
C 3.885 -1.384 -1.820 -0.13 0.07 -0.17
C 4.179 -0.884 -0.563 0.01 0.01 0.03
C 3.615 0.303 -0.132 0.01 -0.03 -0.07
H 3.841 0.690 0.851 0.02 0.00 0.11
H 4.849 -1.427 0.085 0.07 -0.05 0.08
H 4.320 -2.310 -2.162 0.03 -0.06 -0.03
C 2.659 -1.191 -4.002 -0.16 -0.10 -0.27
F 2.662 -0.228 -4.941 0.05 0.24 0.05
F 3.475 -2.156 -4.446 0.23 -0.11 0.15
F 1.413 -1.717 -4.029 -0.15 -0.02 0.16
H 1.766 1.046 -2.862 -0.11 0.07 -0.04
H 2.866 3.087 -0.472 -0.14 0.03 0.02
H 1.288 2.571 -1.133 0.08 0.08 -0.02
H -1.855 1.783 2.574 -0.04 0.04 0.09
H -1.020 1.743 4.148 -0.01 0.05 -0.11
H -2.102 -0.488 3.592 -0.02 0.00 0.02
C -1.521 -1.412 -0.398 0.53 0.15 -0.15
H -2.435 -1.556 -0.973 -0.02 -0.05 0.00
H -1.068 -2.387 -0.191 -0.12 0.03 -0.09
C -0.500 -0.610 -1.219 0.06 -0.60 0.22
O -0.990 0.604 -1.734 -0.29 0.43 -0.23
H -1.683 0.411 -2.376 0.09 0.06 0.01
H 0.341 -0.351 -0.577 -0.08 -0.14 -0.09
H -0.135 -1.253 -2.029 0.03 0.02 0.09
C -3.661 0.649 -0.012 0.11 0.04 0.31
H -2.860 1.350 -0.231 0.01 0.07 -0.04
H -4.535 1.204 0.323 -0.15 0.01 0.00
H -3.929 0.127 -0.927 -0.02 -0.06 -0.13
H -3.242 0.216 2.029 0.05 -0.04 -0.08
```
Positions in Å, forces in eV/Å.